[1]
14
Properties=species:S:1:pos:R:3 method="wB97M-V/def2-TZVPD" lumo_energy_ev=0.76 gap_ev=8.065 total_energy_ha=-245.6786 e_above_lowest_ev=5.255 mol_weight_da=75.1 charge=0
N -0.779 0.901 -0.196
N 0.278 1.856 0.046
N -0.709 -1.050 1.348
C -0.271 -0.701 0.203
C 1.064 -1.036 -0.403
H -1.197 0.424 -1.068
H 1.866 -0.853 0.316
H -1.215 -1.080 -1.040
H 1.248 -0.419 -1.282
H -1.606 1.070 0.385
H 0.030 2.726 -0.413
H -0.139 -1.778 1.777
H 0.358 2.016 1.048
H 1.072 -2.077 -0.721



[2]
13
Properties=species:S:1:pos:R:3 method="wB97M-V/def2-TZVPD" lumo_energy_ev=0.80 gap_ev=11.772 total_energy_ha=-269.5731 e_above_lowest_ev=0.593 mol_weight_da=76.1 smiles="O=CO.CC" charge=0
O -2.175 -0.961 1.658
O -3.424 -0.015 0.048
C 1.728 1.032 -0.705
C 1.364 -0.356 -0.243
C -2.394 -0.495 0.410
H -2.841 -0.503 2.205
H 2.717 1.011 -1.184
H 1.645 -1.064 -1.022
H 1.670 1.807 0.055
H 1.843 -0.620 0.700
H -1.599 -0.766 -0.286
H 1.171 1.388 -1.581
H 0.296 -0.457 -0.057



[3]
56
Properties=species:S:1:pos:R:3 method="wB97M-V/def2-TZVPD" lumo_energy_ev=-0.02 gap_ev=10.850 total_energy_ha=-4418.6868 e_above_lowest_ev=0.000 mol_weight_da=534.1 smiles=CCCC#N.CCCC#N.ClCCCl.ClCCCl.ClCCCl.ClCCCl charge=0
Cl -0.007 -2.302 4.574
Cl 3.199 -2.118 0.727
Cl -5.810 -1.727 4.812
Cl 1.649 -4.440 6.356
Cl 3.293 4.223 -1.116
Cl 0.271 5.628 -0.979
Cl -4.643 -4.571 3.603
Cl 4.896 0.460 -0.586
N 0.239 0.473 -1.492
N 0.558 -0.019 -6.532
C 0.235 0.824 -5.830
C -1.202 3.334 -6.810
C -1.749 -0.769 -0.343
C -0.181 1.902 -4.935
C 2.636 -0.431 0.641
C -1.363 -1.321 1.046
C 1.756 3.372 -1.378
C 3.751 0.594 0.751
C -4.586 -1.847 3.547
C 0.638 3.958 -0.519
C 1.691 -2.712 4.232
C -3.696 -3.074 3.788
C -0.658 -0.079 -1.028
C 2.439 -3.088 5.495
C -0.195 3.234 -5.660
C -0.490 -2.571 0.955
H 0.971 3.864 0.513
H 0.508 -2.323 0.586
H -2.299 -1.523 1.563
H 0.816 3.510 -5.967
H 1.889 2.330 -1.101
H -0.432 4.004 -4.914
H -3.994 -0.935 3.530
H -2.852 -3.100 3.100
H -0.410 -3.170 1.861
H 2.155 -1.831 3.789
H -1.158 1.644 -4.510
H -1.167 4.312 -7.285
H -5.033 -1.986 2.563
H -3.266 -3.025 4.787
H 1.704 -3.491 3.474
H -0.946 2.578 -7.555
H -2.213 3.163 -6.442
H 3.478 -3.352 5.305
H 0.439 1.955 -4.037
H -2.533 -0.027 -0.181
H 3.316 1.592 0.765
H 1.574 3.431 -2.447
H 2.100 -0.300 -0.298
H 4.297 0.436 1.680
H 2.515 -2.210 6.139
H -2.129 -1.612 -0.915
H -0.272 3.377 -0.643
H 1.916 -0.323 1.452
H -0.801 -0.596 1.635
H -0.843 -3.321 0.235



[4]
20
Properties=species:S:1:pos:R:3 method="wB97M-V/def2-TZVPD" lumo_energy_ev=1.90 gap_ev=4.627 total_energy_ha=-762.9077 e_above_lowest_ev=4.287 mol_weight_da=138.2 charge=-1
S -2.455 -0.388 -1.368
O 2.426 -0.597 0.918
O 3.456 0.406 -1.165
N -0.390 -1.304 1.037
C -2.308 0.535 0.194
C 0.109 -0.058 0.417
C -0.929 1.097 0.565
C 1.453 0.346 0.941
H -3.007 1.374 0.094
H 4.228 0.870 -0.831
H -0.957 -1.754 0.323
H 3.022 -0.094 -0.333
H 0.434 -1.878 1.211
H -0.700 1.962 -0.070
H 1.350 0.941 1.841
H -1.022 1.531 1.589
H 1.604 1.742 -0.369
H 1.940 1.134 0.200
H -2.722 -0.067 1.006
H 0.245 -0.321 -0.638